The following is a quantum chemistry calculation of C23H25ClN2O6S in the gas phase in a non-equilibrium geometry, from the Open Molecules 2025 dataset.

Output
HOMO level: -8.00 eV
LUMO energy: 0.41 eV
structure (SMILES): COc1ccc(OC)c(CCNC(=O)CS(=O)(=O)Cc2nc(-c3ccccc3Cl)oc2C)c1
max |F|: 1.39 eV/Å
ΔE to the lowest compared entry with this formula, charge and spin: 0.0 kcal per mole

Each line ends with the Mulliken charge.
CARTESIAN COORDINATES (ANGSTROEM)
C (5.6019, -2.7887, 1.1856)  -0.80
O (4.6700, -3.7817, 0.8384)  -0.47
C (3.3439, -3.4542, 0.8318)  0.49
C (2.4607, -4.4693, 0.4757)  -0.98
C (1.1001, -4.2447, 0.4618)  -0.47
C (0.5812, -2.9965, 0.7920)  0.88
O (-0.7607, -2.7170, 0.8466)  -0.42
C (-1.6627, -3.7556, 0.5405)  -1.22
C (1.4610, -1.9592, 1.1171)  -0.39
C (0.9661, -0.5636, 1.3960)  -0.81
C (1.3972, 0.3916, 0.2802)  -0.99
N (0.8133, -0.0061, -0.9809)  0.03
C (0.2938, 0.8776, -1.8430)  0.60
O (0.3347, 2.0842, -1.7039)  -0.66
C (-0.3564, 0.2248, -3.0500)  -1.03
S (-1.4405, -1.1613, -2.5602)  1.07
O (-0.5818, -2.2679, -2.2090)  -0.57
O (-2.3770, -1.3789, -3.6323)  -0.73
C (-2.4016, -0.6875, -1.0656)  -0.68
C (-2.3954, 0.7694, -0.8655)  0.56
N (-1.7802, 1.3371, 0.2127)  -0.19
C (-1.8993, 2.6263, 0.0453)  1.00
C (-1.3543, 3.6151, 0.9488)  -0.41
C (-0.7191, 3.1506, 2.1054)  -0.36
C (-0.1504, 4.0258, 3.0053)  -0.88
C (-0.2046, 5.3918, 2.7694)  -0.39
C (-0.8302, 5.8725, 1.6345)  -0.53
C (-1.4036, 4.9937, 0.7273)  0.40
Cl (-2.1668, 5.6527, -0.6665)  -0.22
O (-2.5781, 2.9432, -1.0707)  -0.33
C (-2.8938, 1.7711, -1.6598)  0.43
C (-3.6518, 1.7531, -2.9336)  -1.69
C (2.8280, -2.2044, 1.1439)  -0.32
H (5.4410, -2.4227, 2.2052)  0.31
H (5.5720, -1.9450, 0.4878)  0.32
H (6.5783, -3.2673, 1.1267)  0.24
H (2.8606, -5.4364, 0.2171)  0.44
H (0.4488, -5.0542, 0.1779)  0.45
H (-1.5080, -4.6233, 1.1888)  0.48
H (-2.6572, -3.3499, 0.7241)  0.26
H (-1.5761, -4.0503, -0.5095)  0.43
H (-0.1199, -0.5576, 1.4709)  0.46
H (1.3851, -0.2025, 2.3374)  0.50
H (1.0592, 1.4103, 0.4847)  0.54
H (2.4898, 0.3960, 0.1897)  0.59
H (0.7118, -0.9986, -1.1564)  0.15
H (-0.9411, 0.9426, -3.6167)  0.34
H (0.3890, -0.2384, -3.6936)  0.63
H (-1.9270, -1.1832, -0.2238)  -0.06
H (-3.3951, -1.0868, -1.2553)  0.66
H (-0.6940, 2.0850, 2.2662)  0.57
H (0.3357, 3.6478, 3.8916)  0.40
H (0.2394, 6.0841, 3.4683)  0.38
H (-0.8789, 6.9326, 1.4408)  0.45
H (-3.5821, 0.7698, -3.3931)  0.30
H (-3.2549, 2.5069, -3.6114)  0.35
H (-4.7015, 1.9884, -2.7543)  0.42
H (3.4818, -1.3915, 1.4196)  0.47

Forces on atoms 1 to 2 (eV/Å):
C 0.127 0.132 0.045
O -0.256 -0.194 -0.071

***

The following is a quantum chemistry calculation of C23H25ClO6 in the gas phase, from the Open Molecules 2025 dataset.

Output
HOMO level: -8.33 eV
LUMO energy: -0.07 eV
structure (SMILES): CCCCc1cc(=O)oc2cc(OCc3cc(OC)c(OC)c(OC)c3)c(Cl)cc12
max |F|: 0.95 eV/Å
ΔE to the lowest compared entry with this formula, charge and spin: 2.6 kcal per mole

Each line ends with the Mulliken charge.
CARTESIAN COORDINATES (ANGSTROEM)
C (-3.2088, 3.4525, 1.5990)  -1.27
C (-4.1766, 2.2821, 1.4636)  -0.19
C (-4.7498, 2.1476, 0.0522)  -0.64
C (-3.7801, 1.5172, -0.9624)  -1.02
C (-3.6150, 0.0476, -0.7126)  0.74
C (-4.5541, -0.8132, -1.1688)  -0.29
C (-4.5122, -2.2414, -0.9362)  -0.04
O (-5.3302, -3.0385, -1.3191)  -0.63
O (-3.4425, -2.7089, -0.2129)  -0.50
C (-2.4831, -1.8851, 0.2520)  -0.14
C (-1.4497, -2.4798, 0.9706)  -0.44
C (-0.4194, -1.7184, 1.4936)  -0.18
O (0.5817, -2.2777, 2.2301)  -0.57
C (1.5055, -3.0745, 1.4815)  -1.10
C (2.2841, -2.1803, 0.5537)  0.13
C (3.4479, -1.5648, 0.9957)  -0.79
C (4.0851, -0.6269, 0.1997)  0.81
O (5.2446, 0.0001, 0.5485)  -0.45
C (5.8470, -0.3303, 1.7761)  -0.95
C (3.5429, -0.2615, -1.0505)  1.13
O (4.1778, 0.6800, -1.8390)  -0.55
C (4.2830, 1.9796, -1.2895)  -0.74
C (2.3819, -0.8997, -1.4982)  0.27
O (1.7321, -0.6998, -2.6737)  -0.43
C (2.2066, 0.2144, -3.6388)  -0.81
C (1.7708, -1.8582, -0.6847)  -0.69
C (-0.4351, -0.3315, 1.2717)  0.44
Cl (0.8576, 0.6278, 1.8811)  -0.19
C (-1.4529, 0.2633, 0.5632)  -0.69
C (-2.5052, -0.4947, 0.0376)  0.92
H (-2.3774, 3.3690, 0.9037)  0.29
H (-2.8017, 3.4912, 2.6063)  0.33
H (-3.7207, 4.3917, 1.3999)  0.40
H (-3.6797, 1.3536, 1.7507)  0.18
H (-5.0039, 2.4377, 2.1594)  0.35
H (-5.6523, 1.5340, 0.0866)  0.39
H (-5.0350, 3.1380, -0.3086)  0.40
H (-2.8237, 2.0343, -0.9366)  0.42
H (-4.2043, 1.6477, -1.9598)  0.41
H (-5.4033, -0.4686, -1.7385)  0.50
H (-1.4715, -3.5477, 1.1214)  0.51
H (2.1473, -3.5339, 2.2346)  0.44
H (0.9732, -3.8529, 0.9233)  0.35
H (3.8380, -1.8229, 1.9660)  0.42
H (6.7545, 0.2699, 1.8262)  0.25
H (6.1129, -1.3908, 1.8201)  0.35
H (5.2000, -0.0789, 2.6225)  0.37
H (4.9675, 2.0068, -0.4401)  0.25
H (3.3023, 2.3536, -0.9743)  0.30
H (4.6716, 2.6054, -2.0916)  0.28
H (3.2369, 0.0007, -3.9264)  0.32
H (2.1357, 1.2465, -3.2864)  0.27
H (1.5481, 0.0823, -4.4977)  0.29
H (0.8713, -2.3222, -1.0580)  0.45
H (-1.4200, 1.3287, 0.4140)  0.34

Forces on atoms 1 to 2 (eV/Å):
C -0.122 -0.222 0.072
C -0.081 0.163 -0.114

***

The following is a quantum chemistry calculation of C23H25CoN5O10S3 as an isolated structure in a non-equilibrium geometry, from the Open Molecules 2025 dataset.

Output
HOMO level (alpha / beta): -8.96 / -9.06 eV
multiplicity: 2
LUMO energy (alpha / beta): -0.65 / -0.60 eV
max |F|: 1.75 eV/Å
ΔE to the lowest compared entry with this formula, charge and spin: 14.4 kcal per mole

Each line ends with the Mulliken spin population.
CARTESIAN COORDINATES (ANGSTROEM)
Co (-1.0944, 1.1357, -0.6845)  0.93
O (1.0061, 3.0663, -2.8064)  0.00
S (1.5508, 1.8177, -2.3039)  0.00
O (2.9680, 1.9103, -2.0304)  0.00
O (0.8434, 1.3205, -1.0943)  0.01
C (1.4007, 0.6032, -3.6243)  0.00
C (2.5793, 0.2990, -4.2850)  0.00
C (2.5810, -0.5704, -5.3644)  0.00
C (1.3929, -1.1516, -5.7809)  0.00
C (0.2159, -0.8610, -5.1083)  0.00
C (0.2223, 0.0251, -4.0410)  0.00
S (-1.2886, 0.1824, -3.1104)  0.00
O (-1.5069, 1.5877, -2.7021)  0.03
O (-2.3593, -0.3318, -3.9235)  0.00
O (-1.0526, -0.6150, -1.8861)  -0.01
H (3.4873, 0.7480, -3.9134)  0.00
H (3.5096, -0.7946, -5.8678)  0.00
H (1.3904, -1.8409, -6.6113)  0.00
H (-0.7275, -1.3094, -5.3825)  0.00
N (-3.4069, 1.0515, -0.4900)  0.03
C (-3.5901, -0.3281, -0.2621)  -0.01
C (-4.6160, -1.0633, -0.8035)  0.00
C (-4.7242, -2.4367, -0.5343)  0.00
C (-3.8196, -3.0729, 0.2709)  0.00
C (-2.7141, -2.3638, 0.7888)  0.00
C (-1.6812, -2.9646, 1.5387)  0.00
C (-0.5875, -2.2169, 1.8892)  0.00
C (-0.5212, -0.8718, 1.5012)  0.00
N (-1.4922, -0.2602, 0.8570)  0.02
C (-2.5888, -0.9817, 0.5038)  0.00
H (-3.9787, 1.4045, -1.2488)  0.00
H (-3.5073, 1.6191, 0.3456)  0.00
H (-5.3310, -0.5825, -1.4562)  0.00
H (-5.5394, -2.9898, -0.9746)  0.00
H (-3.9100, -4.1288, 0.4830)  0.00
H (-1.7554, -4.0127, 1.7944)  0.00
H (0.2320, -2.6434, 2.4448)  0.00
H (0.3487, -0.2752, 1.7437)  0.00
C (4.7925, 3.7367, -0.5506)  0.00
C (4.8022, 5.0504, 0.1875)  0.00
S (3.1625, 5.4121, 0.8770)  0.00
O (3.2607, 6.6833, 1.5455)  0.00
O (2.7064, 4.2938, 1.6593)  0.00
C (1.9707, 5.6708, -0.5014)  0.00
C (0.6399, 6.0538, 0.1397)  0.00
N (-0.0733, 4.8840, 0.5967)  0.00
C (-0.8001, 4.0708, -0.2003)  0.00
N (-1.1159, 2.9393, 0.4315)  -0.01
C (-0.5773, 3.0293, 1.6755)  0.00
C (0.0650, 4.2356, 1.8058)  0.00
N (0.5861, 4.8076, 2.9923)  0.00
O (0.7600, 6.0087, 3.0144)  0.00
O (0.7285, 4.0587, 3.9312)  0.00
C (-1.2564, 4.4320, -1.5514)  0.00
H (5.8031, 3.3782, -0.7298)  0.00
H (4.2816, 3.8094, -1.5059)  0.00
H (4.2670, 2.9883, 0.0361)  0.00
H (5.0505, 5.9025, -0.4364)  0.00
H (5.4609, 5.0420, 1.0550)  0.00
H (1.8932, 4.7715, -1.1088)  0.00
H (2.3703, 6.5040, -1.0705)  0.00
H (0.0044, 6.5717, -0.5830)  0.00
H (0.8334, 6.7070, 0.9978)  0.00
H (-0.6957, 2.2715, 2.4236)  0.00
H (-1.5275, 5.4835, -1.6145)  0.00
H (-2.0946, 3.8005, -1.8290)  0.00
H (-0.4569, 4.2046, -2.2635)  0.00

Forces on atoms 1 to 2 (eV/Å):
Co -0.771 0.205 0.252
O -0.061 -0.379 -0.148